75
Properties=species:S:1:pos:R:3:forces:R:3 method="wB97M-V/def2-TZVPD" multiplicity=1 total_charge=+1
C 3.5073 -1.1416 2.8762 0.02 0.21 0.15
C 2.9496 0.2496 2.5922 -0.07 -0.28 0.02
O 1.6986 0.1386 1.9128 -0.03 0.02 0.03
C 1.4773 1.1888 1.0003 0.10 -0.03 -0.01
C 0.0141 1.2681 0.6706 0.10 0.01 -0.05
O -0.6942 1.7098 1.8240 -0.02 0.22 -0.08
C -1.9718 1.1812 1.9865 -0.13 -0.08 0.13
C -2.7978 2.1772 2.7903 0.16 0.14 -0.02
O -3.7747 1.5098 3.6027 -0.11 -0.07 -0.01
C -5.1129 1.5927 3.2099 0.05 -0.08 0.06
C -5.6242 0.2304 2.8022 0.33 0.17 0.13
C -6.8906 -0.0277 2.3363 -0.49 -0.19 -0.22
C -7.2433 -1.3301 2.0213 0.03 0.03 0.03
C -6.3208 -2.3667 2.1840 -0.67 -0.11 -0.25
C -5.0848 -2.0686 2.6512 0.51 0.05 0.20
N -4.7776 -0.7913 2.9428 0.18 -0.19 0.05
H 3.2871 -1.4534 3.8953 -0.07 -0.10 0.00
H 3.0743 -1.8650 2.1896 0.05 -0.02 -0.08
H 4.5896 -1.1419 2.7581 0.02 -0.08 0.00
H 3.6525 0.8258 1.9864 -0.03 0.01 -0.06
H 2.7807 0.7836 3.5309 0.09 0.19 -0.02
H 1.8047 2.1490 1.4144 -0.01 0.02 0.04
H 2.0410 1.0045 0.0771 0.01 0.09 -0.06
H -0.1241 1.9858 -0.1440 -0.08 0.00 -0.03
H -0.3461 0.2920 0.3341 0.00 -0.08 0.09
H -2.4487 0.9738 1.0214 -0.01 -0.06 -0.04
H -1.9214 0.2438 2.5632 0.03 -0.09 -0.06
H -3.2897 2.9015 2.1402 0.00 0.06 0.00
H -2.1306 2.7205 3.4573 -0.01 -0.06 0.06
H -5.2706 2.2996 2.3919 0.01 -0.01 -0.07
H -5.7248 1.9302 4.0521 0.02 0.03 0.03
H -7.5929 0.7860 2.2182 0.00 0.00 0.00
H -8.2359 -1.5497 1.6512 0.00 0.03 0.00
H -6.5677 -3.3908 1.9499 -0.06 0.00 -0.02
H -4.3191 -2.8129 2.8108 0.09 0.08 0.03
H -3.8533 -0.5600 3.3027 0.04 0.19 0.04
C 1.8145 5.1095 4.1977 0.00 0.03 -0.01
C 1.3830 5.2170 2.7361 -0.02 -0.07 0.00
C 2.6746 5.6715 2.0677 -0.01 0.01 0.03
O 3.7364 5.0945 2.8268 0.02 -0.03 -0.02
C 3.2326 4.5705 4.0547 -0.02 -0.01 -0.02
H 1.1790 4.4588 4.7972 -0.01 -0.01 -0.01
H 1.8267 6.0976 4.6614 0.01 0.00 0.00
H 1.0874 4.2332 2.3612 -0.02 0.02 0.00
H 0.5571 5.9077 2.5704 0.01 0.02 0.01
H 2.7698 6.7620 2.0878 -0.02 0.00 0.00
H 2.7625 5.3382 1.0328 0.02 0.00 -0.01
H 3.2347 3.4752 4.0030 -0.01 0.00 0.02
H 3.8931 4.8774 4.8656 0.02 0.00 -0.01
C 1.2844 -3.3278 -2.6170 0.01 -0.01 0.04
C 1.0104 -2.9790 -1.1538 -0.01 0.00 -0.04
C 2.2125 -2.1045 -0.8190 0.04 -0.01 -0.08
O 2.5663 -1.4336 -2.0283 -0.06 0.05 0.03
C 1.8814 -2.0282 -3.1373 0.01 0.03 0.02
H 0.3983 -3.6315 -3.1723 -0.01 0.00 0.00
H 2.0189 -4.1326 -2.6815 0.00 0.00 0.00
H 0.0856 -2.4000 -1.0713 0.01 0.00 0.00
H 0.9289 -3.8478 -0.5017 0.01 -0.01 0.00
H 3.0625 -2.7124 -0.4885 -0.02 -0.02 0.02
H 2.0019 -1.3608 -0.0512 0.01 -0.02 0.05
H 1.0962 -1.3416 -3.4769 -0.01 -0.02 -0.01
H 2.5813 -2.1829 -3.9543 0.02 0.01 0.00
C 1.4177 -2.6424 -8.3810 0.02 -0.02 0.00
C 1.0523 -4.0964 -8.0866 -0.02 0.02 0.01
C 1.9672 -4.4079 -6.9095 0.02 0.01 -0.03
O 2.1281 -3.1797 -6.1945 -0.03 -0.02 0.03
C 1.6324 -2.0916 -6.9777 -0.01 -0.01 -0.01
H 0.6504 -2.1004 -8.9312 -0.01 -0.01 0.00
H 2.3462 -2.5949 -8.9528 0.00 0.00 0.00
H 0.0052 -4.1693 -7.7847 0.00 0.00 0.00
H 1.2114 -4.7670 -8.9291 0.01 0.00 -0.01
H 2.9489 -4.7520 -7.2500 -0.01 -0.01 -0.01
H 1.5554 -5.1566 -6.2317 0.01 0.00 0.02
H 0.6901 -1.7387 -6.5425 0.00 0.01 -0.02
H 2.3553 -1.2761 -6.9423 0.01 0.00 0.02

***

15
Properties=species:S:1:pos:R:3:forces:R:3 method="wB97M-V/def2-TZVPD" multiplicity=1 total_charge=0
C -1.0725 -1.0815 0.5955 -0.08 -0.10 -0.06
C -0.2179 -0.0423 -0.0805 -0.09 -0.26 -0.16
C 1.2236 -0.4894 -0.3114 -0.11 -0.07 0.01
N 2.0768 0.2087 0.4606 -0.02 -0.02 0.04
O 1.4973 -1.3793 -1.0966 -0.05 0.28 0.33
C -0.7374 0.8945 -1.0894 -0.12 -0.04 -0.35
N -0.4531 1.3669 0.2708 0.03 -0.02 0.19
H -2.1335 -0.8208 0.5246 0.10 -0.06 -0.04
H -0.9032 -2.0549 0.1332 -0.11 0.02 0.03
H -0.8128 -1.1544 1.6607 0.00 0.01 -0.23
H 1.6058 0.9249 0.9865 0.51 0.37 0.15
H 3.0805 0.1236 0.4127 -0.23 -0.03 -0.04
H -0.0534 1.2871 -1.8370 -0.15 -0.13 0.01
H -1.7667 0.7718 -1.4113 0.03 0.13 0.07
H -1.3333 1.4451 0.7815 0.30 -0.09 0.03

***

23
Properties=species:S:1:pos:R:3:forces:R:3 method="wB97M-V/def2-TZVPD" multiplicity=1 total_charge=0
C -1.9495 -1.6599 1.0855 -0.98 0.35 -0.90
N -2.9738 -2.2394 0.1868 0.11 0.65 -0.04
C -1.4635 -0.2745 0.6241 -1.01 0.09 -2.33
N -0.2520 0.1419 1.2788 0.07 0.45 2.29
H -1.1279 -2.3325 1.0486 0.98 -0.51 -0.02
H -2.3277 -1.7078 2.1041 -0.11 0.37 0.15
H -2.5994 -2.2959 -0.7620 0.09 -0.15 0.32
H -3.7633 -1.6007 0.0960 0.06 -0.15 0.22
H -2.2082 0.5570 0.6913 0.20 -0.88 0.13
H -1.2105 -0.3830 -0.4884 -0.23 0.15 1.46
H 0.0453 1.1037 1.0302 0.09 -0.39 0.16
H -0.4043 0.0292 2.3037 0.52 0.47 -0.83
H 0.6272 -0.4883 0.9085 0.21 -0.20 -0.68
C 1.6783 1.4021 -1.4214 0.42 -0.84 0.20
C 2.4375 0.0759 -1.1468 0.41 1.15 -0.79
S 1.6173 -1.3001 -0.3561 -0.26 -0.50 0.22
N 1.4889 2.1471 -0.1559 -0.41 0.39 -0.59
H 0.6833 1.2214 -1.8507 0.20 -0.12 0.09
H 2.2528 1.9984 -2.1635 -0.20 -0.27 0.33
H 3.3212 0.3840 -0.5651 -0.03 -0.20 -0.16
H 2.7988 -0.2657 -2.1266 0.05 -0.01 0.25
H 0.9491 2.9474 -0.4614 -0.12 0.42 0.44
H 2.3803 2.5397 0.1401 -0.06 -0.23 0.07

***

13
Properties=species:S:1:pos:R:3:forces:R:3 method="wB97M-V/def2-TZVPD" multiplicity=1 total_charge=0
C -0.6751 0.9223 0.7332 0.07 0.20 0.45
C -1.0626 -0.3782 0.1379 0.13 0.55 -0.36
C -0.1283 0.8114 -0.6315 -0.90 -0.21 -0.28
C 0.9363 -0.2810 -0.7646 -0.12 0.13 -0.72
N 1.8287 -0.4760 0.3204 -1.28 -1.59 0.61
C 0.0998 -1.2715 -0.1319 1.07 0.04 0.63
H -1.5033 1.6274 0.7668 0.11 -0.06 0.16
H -0.0700 0.9281 1.6324 0.15 0.14 0.08
H -2.0956 -0.7502 0.2273 0.55 0.37 -0.52
H -0.2682 1.5825 -1.3893 -0.44 -0.30 0.18
H 1.3472 -0.4623 -1.7481 0.14 0.24 -0.21
H 1.5704 0.0945 1.1229 -0.03 0.14 -0.21
H 0.0206 -2.3471 -0.2754 0.55 0.34 0.19

***

Energy relative to the best compared isomer or geometry (same formula, charge and spin) (kJ/mol)
109.8 129.5 74.5 501.2